Below is an isolated molecule of C4H4O, with properties calculated with ωB97M-V/def2-TZVPD.

The geometry in XYZ format:
```
9
Properties=species:S:1:pos:R:3:forces:R:3:lowdin_charge:R:1
O 1.1335 -0.3173 -2.0509 -0.207 0.295 0.398 0.07
C 0.3517 0.2463 -1.3315 0.165 -0.169 -0.294 -0.27
C 0.5734 0.5428 0.1452 0.114 0.016 0.012 -0.17
C -0.3491 -0.3048 0.9028 -0.414 -0.359 0.200 -0.15
C -1.1555 -1.0389 1.4128 0.331 0.358 -0.160 0.12
H -0.6361 0.5782 -1.7027 -0.010 -0.045 -0.059 0.13
H 0.3353 1.5988 0.3207 0.022 -0.107 0.013 0.12
H 1.6177 0.3696 0.4183 -0.141 -0.079 -0.050 0.12
H -1.8709 -1.6748 1.8855 0.140 0.090 -0.061 0.03
```
Positions in Å, forces in eV/Å.

Calculated values
lowest unoccupied orbital energy: 0.03540 Ha
highest occupied orbital energy: -9.953 eV
molar mass: 68.07 g mol⁻¹
relative energy (zero: lowest compared OMol25 entry of this formula, charge and spin): 35.4 kcal/mol
E_tot: -6257.846 eV
gap between HOMO and LUMO: 10.92 eV
structure (SMILES): C#CCC=O



Below is an isolated molecule of C4H4O, with properties calculated with ωB97M-V/def2-TZVPD.

The geometry in XYZ format:
```
9
Properties=species:S:1:pos:R:3:forces:R:3:lowdin_charge:R:1
C -1.6737 0.1367 0.0048 -0.672 -0.067 0.007 -0.11
C -0.2805 -0.2307 0.0895 0.201 1.916 -0.580 -0.06
C 0.8481 0.2260 -0.1231 -1.394 0.880 -0.615 0.00
C 2.2040 -0.0797 -0.0422 -0.089 -1.818 0.953 -0.31
O 3.3197 0.3095 -0.2796 -1.217 -0.250 0.177 0.08
H -1.7611 1.2133 -0.1725 -0.231 -0.240 0.053 0.09
H -2.1975 -0.1489 0.9131 -0.235 0.002 -0.014 0.08
H -2.1093 -0.4092 -0.8314 -0.247 0.032 0.003 0.09
H 1.6503 -1.0170 0.4415 3.883 -0.456 0.015 0.15
```
Positions in Å, forces in eV/Å.

Calculated values
lowest unoccupied orbital energy: 0.00092 Ha
highest occupied orbital energy: -8.955 eV
molar mass: 68.08 g mol⁻¹
relative energy (zero: lowest compared OMol25 entry of this formula, charge and spin): 83.2 kcal/mol
E_tot: -6255.772 eV
gap between HOMO and LUMO: 8.98 eV
structure (SMILES): CC#CC=O



Q: Look up the lowest unoccupied orbital energy of the second one.
A: 0.00092 Ha



Q: The lowest highest occupied orbital energy belongs to which entry?
A: number 1